1.
This record from the OMol25 dataset describes 2 unconnected molecules or ions with the total composition C31H34F6O2S at a distorted geometry. The level of theory is ωB97M-V with the def2-TZVPD basis set.

As for the total charge: 0. The calculation puts the calculated total energy at -63931.13645 eV. Its max |F| is 1.8 eV/Å. The calculation puts the orbital gap at 2.60 eV.

Element x y z (Å)
C1 -4.941 2.557 3.483
C2 -4.117 1.557 2.733
C3 -3.462 0.542 3.424
C4 -2.737 -0.448 2.772
C5 -2.151 -1.503 3.675
C6 -2.592 -0.392 1.371
C7 -1.754 -1.434 0.631
C8 -2.426 -2.812 0.640
C9 -0.278 -1.521 1.140
C10 0.416 -0.226 1.211
C11 1.760 0.028 1.519
C12 2.284 1.352 1.260
C13 1.455 2.392 0.570
C14 3.582 1.675 1.618
C15 4.443 0.741 2.207
C16 5.822 1.146 2.619
C17 3.974 -0.569 2.391
C18 2.673 -0.945 2.089
C19 2.265 -2.354 2.394
C20 -3.244 0.637 0.657
C21 -3.164 0.753 -0.844
C22 -3.985 1.601 1.343
H1 -5.377 3.283 2.794
H2 -5.755 2.067 4.031
H3 -4.339 3.096 4.225
H4 -3.530 0.505 4.516
H5 -1.780 -2.391 3.168
H6 -1.342 -1.095 4.300
H7 -2.919 -1.851 4.383
H8 -1.676 -1.136 -0.421
H9 -3.446 -2.728 0.243
H10 -1.873 -3.513 0.005
H11 -2.499 -3.239 1.643
H12 -0.268 -1.984 2.128
H13 0.246 -2.205 0.451
H14 -0.185 0.609 0.853
H15 2.011 3.335 0.531
H16 1.223 2.108 -0.466
H17 0.506 2.586 1.087
H18 3.959 2.679 1.422
H19 6.337 0.315 3.107
H20 6.425 1.469 1.761
H21 5.790 1.989 3.319
H22 4.671 -1.316 2.781
H23 3.137 -2.959 2.669
H24 1.574 -2.401 3.250
H25 1.803 -2.837 1.528
H26 -3.763 1.613 -1.165
H27 -2.138 0.925 -1.201
H28 -3.558 -0.134 -1.359
H29 -4.470 2.402 0.778
F1 -0.664 -0.515 9.481
C23 0.405 -0.325 8.676
F2 0.124 0.680 7.817
F3 1.462 0.030 9.441
S1 0.786 -1.919 7.750
C24 2.143 -1.567 6.688
C25 2.969 -2.603 6.193
C26 2.657 -4.008 6.214
C27 3.462 -4.930 5.561
C28 4.621 -4.506 4.915
C29 5.428 -5.495 4.116
F4 6.064 -4.903 3.060
F5 6.405 -6.111 4.853
F6 4.652 -6.487 3.588
C30 5.047 -3.177 4.979
C31 4.227 -2.242 5.605
O1 1.218 -2.800 8.822
O2 -0.425 -2.182 7.003
H30 2.545 -0.555 6.803
H31 1.787 -4.379 6.754
H32 3.187 -5.984 5.567
H33 6.002 -2.883 4.548
H34 4.529 -1.193 5.670


2.
This record from the OMol25 dataset describes a molecular structure, C36H39ClP2Pd at a distorted geometry. The level of theory is ωB97M-V with the def2-TZVPD basis set.

As for the total charge: +2. The calculation puts the calculated total energy at -72521.44579 eV. For the energy relative to the best compared isomer or geometry (same formula, charge and spin), the calculation gives 71.2 kJ/mol. Its max |F| is 6.7 eV/Å. As for the expectation value of S²: 6.036. The spin multiplicity is 5. The calculation puts the orbital gap (alpha / beta) at 6.54 / 4.37 eV.

Element x y z (Å)
Pd1 -0.991 1.716 1.342
C1 3.247 -2.045 -1.097
C2 2.823 -1.281 -2.099
C3 2.210 -1.798 -3.374
C4 1.293 -3.045 -3.276
C5 0.400 -3.145 -2.074
C6 0.755 -3.711 -0.916
C7 2.095 -4.307 -0.635
C8 3.325 -3.550 -1.172
C9 -2.905 1.944 2.250
H1 3.676 -1.601 -0.187
H2 2.997 -0.194 -2.060
H3 2.991 -2.059 -4.114
H4 1.639 -0.976 -3.833
H5 0.632 -3.025 -4.163
H6 1.914 -3.953 -3.335
H7 -0.635 -2.859 -2.284
H8 0.022 -3.934 -0.143
H9 2.153 -5.342 -1.022
H10 2.175 -4.385 0.458
H11 4.193 -3.895 -0.585
H12 3.490 -3.848 -2.218
H13 -2.624 1.894 3.311
H14 -3.661 1.197 1.965
H15 -3.187 2.963 1.955
P1 0.738 1.681 -0.097
P2 -1.885 -0.175 0.571
C10 0.317 0.241 -1.063
C11 -0.771 -0.525 -0.779
C12 0.964 3.089 -1.220
C13 1.473 2.908 -2.519
C14 1.641 4.008 -3.363
C15 1.248 5.290 -2.951
C16 0.692 5.458 -1.677
C17 0.570 4.373 -0.808
C18 2.254 1.501 0.890
C19 2.222 0.693 2.040
C20 3.316 0.677 2.904
C21 4.468 1.412 2.608
C22 4.504 2.206 1.455
C23 3.399 2.262 0.603
C24 -3.572 -0.209 -0.116
C25 -4.002 0.882 -0.892
C26 -5.309 0.899 -1.391
C27 -6.187 -0.162 -1.136
C28 -5.767 -1.225 -0.323
C29 -4.467 -1.252 0.190
C30 -1.819 -1.439 1.872
C31 -2.162 -1.115 3.197
C32 -2.080 -2.092 4.187
C33 -1.642 -3.383 3.877
C34 -1.267 -3.693 2.559
C35 -1.386 -2.728 1.557
H16 0.973 0.039 -1.912
H17 -1.096 -1.338 -1.417
H18 1.733 1.905 -2.867
H19 2.089 3.861 -4.346
H20 1.389 6.146 -3.617
H21 0.370 6.450 -1.355
H22 0.166 4.504 0.196
H23 1.315 0.130 2.282
H24 3.274 0.070 3.810
H25 5.345 1.348 3.261
H26 5.400 2.780 1.212
H27 3.399 2.911 -0.278
H28 -3.327 1.725 -1.063
H29 -5.644 1.746 -1.990
H30 -7.192 -0.169 -1.574
H31 -6.454 -2.041 -0.092
H32 -4.137 -2.051 0.856
H33 -2.475 -0.101 3.433
H34 -2.382 -1.845 5.206
H35 -1.617 -4.156 4.648
H36 -0.915 -4.691 2.302
H37 -1.141 -2.947 0.517
Cl1 0.836 3.838 2.726
C36 -0.842 3.587 2.298
H38 -1.394 3.554 3.245
H39 -1.193 4.398 1.649


3.
This record from the OMol25 dataset describes 3 unconnected molecules or ions with the total composition C8H20B3BrClO8PS2 at a distorted geometry. The level of theory is ωB97M-V with the def2-TZVPD basis set.

As for the total charge: 0. The calculation puts the calculated total energy at -140560.27868 eV. Its max |F| is 3.6 eV/Å. The calculation puts the orbital gap at 8.90 eV.

Element x y z (Å)
C1 -1.999 -0.466 1.219
C2 -1.441 -0.726 -0.260
O1 -1.553 -1.869 -0.704
O2 -0.831 0.365 -0.868
C3 -0.554 0.183 -2.267
C4 1.021 0.000 -2.597
B1 1.784 -0.959 -1.557
O3 1.576 -2.386 -1.549
B2 2.349 -2.977 -0.488
Cl1 3.508 -4.368 -0.842
O4 2.234 -2.441 0.842
B3 2.538 -1.031 0.696
P1 2.779 0.099 2.272
O5 1.214 0.382 2.886
Br1 3.857 -1.196 3.823
O6 2.711 -0.407 -0.591
H1 -2.762 0.357 1.156
H2 -1.104 -0.067 1.812
H3 -2.378 -1.416 1.695
H4 -0.832 1.166 -2.779
H5 -1.155 -0.611 -2.793
H6 1.452 1.053 -2.501
H7 1.101 -0.401 -3.651
H8 0.761 -0.488 2.958
C5 -6.179 -2.287 2.697
S1 -6.067 -0.497 2.496
O7 -4.746 -0.201 1.864
C6 -5.921 -0.123 4.255
H9 -6.240 -2.742 1.708
H10 -5.293 -2.659 3.213
H11 -7.077 -2.534 3.265
H12 -5.051 -0.632 4.672
H13 -6.828 -0.441 4.771
H14 -5.800 0.955 4.369
C7 4.123 4.159 -2.463
S2 4.134 3.067 -3.901
O8 2.774 2.461 -4.011
C8 5.222 1.822 -3.177
H15 3.465 5.001 -2.676
H16 3.753 3.620 -1.590
H17 5.134 4.527 -2.278
H18 4.782 1.432 -2.258
H19 6.196 2.268 -2.968
H20 5.343 1.011 -3.895


Please write out number 3 again, unchanged.
This record from the OMol25 dataset describes 3 unconnected molecules or ions with the total composition C8H20B3BrClO8PS2 at a distorted geometry. The level of theory is ωB97M-V with the def2-TZVPD basis set.

As for the total charge: 0. The calculation puts the calculated total energy at -140560.27868 eV. Its max |F| is 3.6 eV/Å. The calculation puts the orbital gap at 8.90 eV.

Element x y z (Å)
C1 -1.999 -0.466 1.219
C2 -1.441 -0.726 -0.260
O1 -1.553 -1.869 -0.704
O2 -0.831 0.365 -0.868
C3 -0.554 0.183 -2.267
C4 1.021 0.000 -2.597
B1 1.784 -0.959 -1.557
O3 1.576 -2.386 -1.549
B2 2.349 -2.977 -0.488
Cl1 3.508 -4.368 -0.842
O4 2.234 -2.441 0.842
B3 2.538 -1.031 0.696
P1 2.779 0.099 2.272
O5 1.214 0.382 2.886
Br1 3.857 -1.196 3.823
O6 2.711 -0.407 -0.591
H1 -2.762 0.357 1.156
H2 -1.104 -0.067 1.812
H3 -2.378 -1.416 1.695
H4 -0.832 1.166 -2.779
H5 -1.155 -0.611 -2.793
H6 1.452 1.053 -2.501
H7 1.101 -0.401 -3.651
H8 0.761 -0.488 2.958
C5 -6.179 -2.287 2.697
S1 -6.067 -0.497 2.496
O7 -4.746 -0.201 1.864
C6 -5.921 -0.123 4.255
H9 -6.240 -2.742 1.708
H10 -5.293 -2.659 3.213
H11 -7.077 -2.534 3.265
H12 -5.051 -0.632 4.672
H13 -6.828 -0.441 4.771
H14 -5.800 0.955 4.369
C7 4.123 4.159 -2.463
S2 4.134 3.067 -3.901
O8 2.774 2.461 -4.011
C8 5.222 1.822 -3.177
H15 3.465 5.001 -2.676
H16 3.753 3.620 -1.590
H17 5.134 4.527 -2.278
H18 4.782 1.432 -2.258
H19 6.196 2.268 -2.968
H20 5.343 1.011 -3.895


Repeat the first record exactly.
This record from the OMol25 dataset describes 2 unconnected molecules or ions with the total composition C31H34F6O2S at a distorted geometry. The level of theory is ωB97M-V with the def2-TZVPD basis set.

As for the total charge: 0. The calculation puts the calculated total energy at -63931.13645 eV. Its max |F| is 1.8 eV/Å. The calculation puts the orbital gap at 2.60 eV.

Element x y z (Å)
C1 -4.941 2.557 3.483
C2 -4.117 1.557 2.733
C3 -3.462 0.542 3.424
C4 -2.737 -0.448 2.772
C5 -2.151 -1.503 3.675
C6 -2.592 -0.392 1.371
C7 -1.754 -1.434 0.631
C8 -2.426 -2.812 0.640
C9 -0.278 -1.521 1.140
C10 0.416 -0.226 1.211
C11 1.760 0.028 1.519
C12 2.284 1.352 1.260
C13 1.455 2.392 0.570
C14 3.582 1.675 1.618
C15 4.443 0.741 2.207
C16 5.822 1.146 2.619
C17 3.974 -0.569 2.391
C18 2.673 -0.945 2.089
C19 2.265 -2.354 2.394
C20 -3.244 0.637 0.657
C21 -3.164 0.753 -0.844
C22 -3.985 1.601 1.343
H1 -5.377 3.283 2.794
H2 -5.755 2.067 4.031
H3 -4.339 3.096 4.225
H4 -3.530 0.505 4.516
H5 -1.780 -2.391 3.168
H6 -1.342 -1.095 4.300
H7 -2.919 -1.851 4.383
H8 -1.676 -1.136 -0.421
H9 -3.446 -2.728 0.243
H10 -1.873 -3.513 0.005
H11 -2.499 -3.239 1.643
H12 -0.268 -1.984 2.128
H13 0.246 -2.205 0.451
H14 -0.185 0.609 0.853
H15 2.011 3.335 0.531
H16 1.223 2.108 -0.466
H17 0.506 2.586 1.087
H18 3.959 2.679 1.422
H19 6.337 0.315 3.107
H20 6.425 1.469 1.761
H21 5.790 1.989 3.319
H22 4.671 -1.316 2.781
H23 3.137 -2.959 2.669
H24 1.574 -2.401 3.250
H25 1.803 -2.837 1.528
H26 -3.763 1.613 -1.165
H27 -2.138 0.925 -1.201
H28 -3.558 -0.134 -1.359
H29 -4.470 2.402 0.778
F1 -0.664 -0.515 9.481
C23 0.405 -0.325 8.676
F2 0.124 0.680 7.817
F3 1.462 0.030 9.441
S1 0.786 -1.919 7.750
C24 2.143 -1.567 6.688
C25 2.969 -2.603 6.193
C26 2.657 -4.008 6.214
C27 3.462 -4.930 5.561
C28 4.621 -4.506 4.915
C29 5.428 -5.495 4.116
F4 6.064 -4.903 3.060
F5 6.405 -6.111 4.853
F6 4.652 -6.487 3.588
C30 5.047 -3.177 4.979
C31 4.227 -2.242 5.605
O1 1.218 -2.800 8.822
O2 -0.425 -2.182 7.003
H30 2.545 -0.555 6.803
H31 1.787 -4.379 6.754
H32 3.187 -5.984 5.567
H33 6.002 -2.883 4.548
H34 4.529 -1.193 5.670